# 1
{
  "formula": "C8H27FN9O5Sr2",
  "method": "ωB97M-V with the def2-TZVPD basis set",
  "multiplicity": 2,
  "homo_ev": [-20.749, -20.749],
  "gap_ev": [6.82, 4.96],
  "total_energy_ev": -36736.874,
  "total_charge": 4,
  "symbols": ["Sr", "Sr", "F", "C", "C", "C", "O", "C", "N", "H", "H", "H", "H", "H", "H", "H", "H", "H", "H", "H", "C", "O", "N", "N", "H", "H", "H", "H", "C", "O", "N", "N", "H", "H", "H", "H", "C", "O", "N", "N", "H", "H", "H", "H", "C", "O", "N", "N", "H", "H", "H", "H"],
  "xyz": [[-1.77, -0.57, 1.30], [-3.11, 0.47, -2.02], [-0.85, -0.30, -1.12], [-0.74, 2.70, 3.03], [0.36, 1.71, 2.73], [0.37, 0.58, 3.77], [-0.91, -0.10, 3.85], [-1.01, -0.93, 4.95], [0.23, 1.09, 1.38], [-1.73, 2.26, 2.99], [-0.68, 3.58, 2.38], [-0.60, 3.05, 4.05], [1.33, 2.21, 2.70], [0.74, 1.13, 4.63], [1.21, -0.08, 3.53], [-1.97, -1.44, 5.09], [-0.76, -0.29, 5.79], [-0.20, -1.64, 4.80], [1.10, 0.60, 1.23], [0.23, 1.77, 0.64], [-0.51, 3.14, -2.02], [-1.22, 2.27, -2.53], [-0.71, 3.51, -0.76], [0.50, 3.73, -2.61], [-0.36, 4.39, -0.41], [-1.40, 3.02, -0.21], [0.70, 4.56, -2.07], [0.67, 3.70, -3.61], [-1.87, -2.40, -3.36], [-2.26, -1.25, -3.52], [-2.07, -3.01, -2.21], [-1.28, -3.22, -4.21], [-1.75, -3.96, -2.05], [-2.54, -2.57, -1.44], [-0.94, -4.13, -3.96], [-1.01, -2.82, -5.10], [1.08, -2.60, 0.79], [0.31, -2.02, 1.54], [1.94, -3.57, 1.00], [1.04, -2.27, -0.49], [1.76, -4.08, 1.85], [2.28, -4.19, 0.28], [0.41, -1.53, -0.76], [1.63, -2.71, -1.18], [2.29, 0.36, -2.58], [3.34, 0.50, -3.09], [2.03, 0.67, -1.39], [1.23, -0.16, -3.10], [1.10, 0.39, -1.13], [2.63, 1.31, -0.87], [0.50, -0.37, -2.44], [1.24, -0.48, -4.06]],
  "mulliken_spin": [0.0000, -0.0003, 0.0036, 0.0001, 0.0000, 0.0000, 0.0000, 0.0000, 0.0012, 0.0000, 0.0000, 0.0000, -0.0001, 0.0000, 0.0000, 0.0000, 0.0000, 0.0000, -0.0007, -0.0011, 0.0005, 0.0001, -0.0001, -0.0002, 0.0000, -0.0001, 0.0000, -0.0001, -0.0002, 0.0001, 0.0000, 0.0000, 0.0000, 0.0000, 0.0000, 0.0000, -0.0002, 0.0001, 0.0000, -0.0007, 0.0000, 0.0000, 0.0006, -0.0005, -0.0127, 0.8891, 0.0459, 0.0737, 0.0052, -0.0002, 0.0008, -0.0042]
}

# 2
{
  "formula": "C26H46IN3O4P",
  "method": "ωB97M-V with the def2-TZVPD basis set",
  "homo_ev": -9.824,
  "gap_ev": 6.65,
  "total_energy_ev": -57750.007,
  "total_charge": 1,
  "symbols": ["C", "C", "O", "C", "C", "C", "C", "P", "N", "C", "O", "C", "C", "C", "O", "I", "C", "C", "C", "C", "N", "C", "O", "H", "H", "H", "H", "H", "H", "H", "H", "H", "H", "H", "H", "H", "H", "H", "H", "H", "H", "H", "H", "H", "H", "C", "C", "C", "C", "N", "C", "C", "C", "C", "C", "C", "C", "H", "H", "H", "H", "H", "H", "H", "H", "H", "H", "H", "H", "H", "H", "H", "H", "H", "H", "H", "H", "H", "H", "H", "H"],
  "xyz": [[9.23, -0.58, 0.51], [8.51, -0.91, -0.78], [7.83, -2.16, -0.65], [6.54, -2.18, -1.23], [5.93, -3.55, -0.92], [4.95, -3.47, 0.21], [5.25, -3.54, 1.52], [6.90, -3.64, 2.26], [7.42, -2.36, 3.00], [4.16, -3.49, 2.52], [4.35, -3.80, 3.68], [2.82, -3.01, 2.10], [1.90, -2.71, 3.24], [2.43, -1.54, 4.04], [3.03, -0.64, 3.57], [1.92, -1.50, 6.12], [2.50, -2.89, 0.81], [1.18, -2.39, 0.30], [0.94, -0.89, 0.58], [-0.47, -0.60, 1.08], [-0.71, 0.77, 1.51], [3.52, -3.24, -0.21], [3.21, -3.33, -1.39], [9.66, -1.48, 0.95], [8.57, -0.12, 1.24], [10.05, 0.10, 0.30], [7.79, -0.12, -1.02], [9.20, -0.97, -1.61], [5.93, -1.38, -0.80], [6.59, -2.04, -2.31], [6.74, -4.22, -0.66], [5.44, -3.95, -1.80], [7.75, -4.06, 1.22], [6.80, -4.77, 3.08], [6.77, -1.59, 2.99], [1.82, -3.57, 3.91], [0.90, -2.45, 2.90], [0.37, -3.00, 0.73], [1.16, -2.58, -0.77], [1.07, -0.34, -0.35], [1.68, -0.50, 1.28], [-0.74, -1.26, 1.90], [-1.16, -0.84, 0.26], [-0.39, 0.93, 2.45], [-0.28, 1.44, 0.89], [-5.84, 1.63, 1.92], [-5.44, 2.93, 1.22], [-6.18, 3.18, -0.11], [-6.13, 2.09, -1.17], [-5.00, 2.12, -2.18], [-3.67, 2.47, -1.57], [-3.26, 1.21, -0.84], [-3.78, 0.06, -1.72], [-4.78, 0.71, -2.68], [-5.32, 2.99, -3.38], [-5.56, 4.47, -3.12], [-7.02, 4.86, -2.91], [-5.62, 0.74, 1.33], [-5.28, 1.53, 2.85], [-6.90, 1.63, 2.16], [-4.36, 2.96, 1.09], [-5.68, 3.77, 1.87], [-5.85, 4.14, -0.52], [-7.24, 3.32, 0.13], [-7.04, 2.12, -1.78], [-6.10, 1.11, -0.70], [-3.00, 2.69, -2.40], [-3.76, 3.35, -0.95], [-3.70, 1.16, 0.15], [-2.18, 1.17, -0.69], [-4.25, -0.72, -1.12], [-2.98, -0.41, -2.29], [-5.75, 0.21, -2.73], [-4.38, 0.78, -3.69], [-6.19, 2.53, -3.86], [-4.47, 2.86, -4.04], [-5.20, 5.00, -4.01], [-4.93, 4.83, -2.31], [-7.62, 4.57, -3.77], [-7.11, 5.94, -2.81], [-7.46, 4.41, -2.03]],
  "lowdin_charge": [-0.0753, -0.2667, -0.1742, -0.2049, -0.1113, -0.1172, -0.1901, 0.7615, -0.2689, -0.3434, 0.1087, -0.0920, -0.1396, -0.8627, 0.0299, 0.8492, -0.0728, -0.1245, -0.1706, -0.2974, -0.0002, -0.2553, 0.1262, 0.0736, 0.0654, 0.0736, 0.1129, 0.1177, 0.1307, 0.1300, 0.1094, 0.1161, 0.0056, 0.0100, -0.0304, 0.1116, 0.1101, 0.1254, 0.1090, 0.1144, 0.1060, 0.1068, 0.0973, 0.0699, 0.0649, -0.0933, -0.2453, -0.1766, -0.0856, -0.2203, -0.0864, -0.1334, -0.1167, -0.0872, -0.1166, -0.2096, -0.0832, 0.0586, 0.0841, 0.0853, 0.0917, 0.1179, 0.0977, 0.1286, 0.1353, 0.1210, 0.1476, 0.1221, 0.0938, 0.0994, 0.1186, 0.1192, 0.1391, 0.1320, 0.1416, 0.1291, 0.1212, 0.1037, 0.0864, 0.0868, 0.0550]
}

# 3
{
  "formula": "C21H25N5O5S",
  "method": "ωB97M-V with the def2-TZVPD basis set",
  "e_above_lowest_kj_mol": 0.2,
  "smiles": "CCCCCOC(=O)Cn1c(SCC(=O)Nc2ccccc2)nc2c1c(=O)[nH]c(=O)n2C",
  "homo_ev": -8.453,
  "gap_ev": 8.92,
  "total_energy_ev": -50709.113,
  "total_charge": 0,
  "symbols": ["C", "C", "C", "C", "C", "O", "C", "O", "C", "N", "C", "S", "C", "C", "O", "N", "C", "C", "C", "C", "C", "C", "N", "C", "C", "C", "O", "N", "C", "O", "N", "C", "H", "H", "H", "H", "H", "H", "H", "H", "H", "H", "H", "H", "H", "H", "H", "H", "H", "H", "H", "H", "H", "H", "H", "H", "H"],
  "xyz": [[-5.19, -0.77, 1.37], [-5.32, -0.50, -0.12], [-6.27, 0.65, -0.46], [-5.90, 2.01, 0.14], [-4.52, 2.52, -0.27], [-3.51, 1.97, 0.59], [-2.47, 1.37, 0.05], [-2.23, 1.29, -1.13], [-1.58, 0.77, 1.14], [-0.45, 0.12, 0.53], [0.59, 0.71, -0.10], [0.85, 2.42, -0.04], [2.15, 2.61, -1.31], [3.57, 2.45, -0.75], [4.31, 3.40, -0.66], [3.84, 1.18, -0.40], [5.00, 0.66, 0.18], [4.95, -0.65, 0.66], [6.07, -1.22, 1.23], [7.24, -0.50, 1.35], [7.29, 0.81, 0.89], [6.18, 1.39, 0.30], [1.37, -0.17, -0.72], [0.78, -1.37, -0.52], [-0.36, -1.23, 0.25], [-1.17, -2.34, 0.64], [-2.17, -2.35, 1.32], [-0.64, -3.51, 0.10], [0.49, -3.71, -0.69], [0.80, -4.81, -1.08], [1.22, -2.57, -0.98], [2.39, -2.67, -1.82], [-4.51, -1.60, 1.54], [-6.16, -1.03, 1.79], [-4.81, 0.10, 1.90], [-4.33, -0.30, -0.55], [-5.69, -1.40, -0.62], [-7.27, 0.39, -0.11], [-6.32, 0.75, -1.55], [-6.64, 2.74, -0.18], [-5.94, 1.96, 1.23], [-4.29, 2.26, -1.30], [-4.47, 3.61, -0.15], [-2.15, 0.02, 1.69], [-1.25, 1.56, 1.81], [2.03, 3.63, -1.69], [1.94, 1.88, -2.09], [3.08, 0.50, -0.54], [4.03, -1.21, 0.58], [6.02, -2.24, 1.60], [8.11, -0.95, 1.80], [8.20, 1.38, 0.98], [6.22, 2.41, -0.05], [-1.15, -4.37, 0.31], [3.30, -2.50, -1.24], [2.33, -1.92, -2.61], [2.41, -3.67, -2.25]],
  "nbo_charge": [-0.6243, -0.3965, -0.3911, -0.4237, -0.0863, -0.5067, 0.8006, -0.5930, -0.3380, -0.3144, 0.2683, 0.3081, -0.6054, 0.6656, -0.5993, -0.6561, 0.2344, -0.2775, -0.1848, -0.2391, -0.1869, -0.2695, -0.5742, 0.3809, -0.0973, 0.6587, -0.6198, -0.6329, 0.7923, -0.6175, -0.4153, -0.4158, 0.2371, 0.2000, 0.1962, 0.1912, 0.2066, 0.2029, 0.2005, 0.2164, 0.2128, 0.2117, 0.1935, 0.2852, 0.2436, 0.2613, 0.2571, 0.4365, 0.2019, 0.2125, 0.2129, 0.2142, 0.2528, 0.4342, 0.2068, 0.2155, 0.2532]
}

# 4
{
  "formula": "CH4N3O2",
  "method": "ωB97M-V with the def2-TZVPD basis set",
  "e_above_lowest_kj_mol": 19.3,
  "multiplicity": 3,
  "homo_ev": [-14.415, -16.293],
  "gap_ev": [10.32, 9.90],
  "total_energy_ev": -9652.640,
  "total_charge": 1,
  "symbols": ["C", "N", "N", "N", "O", "O", "H", "H", "H", "H"],
  "xyz": [[-0.81, 0.67, 0.05], [-0.22, 1.69, -0.11], [1.20, -1.75, -0.23], [-1.61, -0.23, -0.04], [0.93, 2.29, 0.04], [0.91, -0.55, -0.12], [1.78, -2.14, 0.53], [-2.12, -0.68, 0.74], [-1.59, -0.87, -0.92], [1.55, 1.57, 0.06]],
  "nbo_charge": [0.6424, 0.0187, -0.0481, -0.7351, -0.3851, -0.3057, 0.3862, 0.4668, 0.4650, 0.4950]
}

# 5
{
  "formula": "C4H5O",
  "method": "ωB97M-V with the def2-TZVPD basis set",
  "e_above_lowest_kj_mol": 53.0,
  "homo_ev": -3.228,
  "gap_ev": 7.31,
  "total_energy_ev": -6273.964,
  "total_charge": -1,
  "symbols": ["O", "C", "H", "H", "H", "C", "C", "C", "H", "H"],
  "xyz": [[1.77, -0.09, 0.30], [0.54, -0.71, -0.02], [1.63, 0.58, 0.98], [0.80, -1.50, -0.74], [0.06, -1.25, 0.81], [-1.96, 1.02, 1.47], [-1.41, 0.77, 0.38], [-0.48, 0.29, -0.65], [-1.02, -0.24, -1.45], [0.08, 1.13, -1.09]],
  "nbo_charge": [-0.7448, -0.0452, 0.4718, 0.1385, 0.1733, -0.4165, -0.4748, -0.4873, 0.1861, 0.1989]
}

# 6
{
  "formula": "CH2S2",
  "method": "ωB97M-V with the def2-TZVPD basis set",
  "e_above_lowest_kj_mol": 316.4,
  "homo_ev": [-9.184, -9.121],
  "gap_ev": [7.69, 6.91],
  "total_energy_ev": -22735.856,
  "total_charge": 0,
  "symbols": ["C", "S", "S", "H", "H"],
  "xyz": [[0.41, 0.47, -0.28], [1.95, 0.65, -0.85], [-0.04, -1.14, -0.06], [-0.27, 1.12, 0.23], [-2.05, -1.10, 0.96]],
  "nbo_charge": [-0.5120, 0.0409, 0.2140, 0.2139, 0.0433]
}